A structure of composition C4H5NO at a distorted geometry, computed with ωB97M-V/def2-TZVPD.

The geometry in XYZ format:
```
11
Properties=species:S:1:pos:R:3:mulliken_charge:R:1
C 0.367 -0.488 1.283 -1.12
C -0.079 0.117 0.013 0.35
C 0.512 1.149 -0.650 -0.06
O 0.311 1.188 -1.930 -0.43
N -0.876 -0.199 -2.099 -0.34
C -0.993 -0.529 -0.863 -0.04
H 0.987 0.227 1.822 0.34
H -0.481 -0.801 1.892 0.33
H 0.987 -1.372 1.073 0.26
H 1.008 1.948 -0.083 0.36
H -1.742 -1.240 -0.457 0.37
```

Max |F| in eV/Å: 2.73
HOMO-LUMO gap in Ha: 0.318
Energy relative to the best compared isomer or geometry (same formula, charge and spin) in eV: 3.146

=====

An isolated molecule of C4H5NO at a distorted geometry, computed with ωB97M-V/def2-TZVPD.

The geometry in XYZ format:
```
11
Properties=species:S:1:pos:R:3:mulliken_charge:R:1
N -1.681 -2.057 0.739 -0.41
C -0.832 -1.306 0.497 0.00
C 0.095 -0.201 0.334 1.05
O 0.811 0.112 1.493 -0.54
C 0.813 0.164 -0.925 -0.71
C -0.449 0.889 -0.567 -0.76
H 0.397 -0.314 2.251 0.32
H 1.737 0.691 -0.703 0.26
H 0.855 -0.509 -1.772 0.26
H -0.410 1.914 -0.217 0.25
H -1.337 0.618 -1.131 0.27
```

SMILES: N#CC1(O)CC1
Max |F| in eV/Å: 1.16
HOMO-LUMO gap in Ha: 0.403
Energy relative to the best compared isomer or geometry (same formula, charge and spin) in eV: 1.577

=====

An isolated molecule of C4H5NO at a distorted geometry, computed with ωB97M-V/def2-TZVPD.

The geometry in XYZ format:
```
11
Properties=species:S:1:pos:R:3:mulliken_charge:R:1
C 1.118 1.059 -0.195 0.14
C -1.013 0.906 0.298 -0.10
C -1.784 0.026 -0.259 -0.40
C 0.948 -1.231 0.207 -0.35
N 1.469 -0.197 -0.276 -0.43
O 0.040 1.648 0.140 -0.29
H 1.932 1.803 -0.016 0.32
H -2.398 -0.689 0.338 0.27
H -1.911 0.067 -1.278 0.31
H 0.148 -1.207 1.018 0.26
H 1.450 -2.186 0.022 0.29
```

Max |F| in eV/Å: 6.62
Multiplicity: 3
HOMO-LUMO gap (spin up / spin down) in Ha: 0.284 / 0.341
Energy relative to the best compared isomer or geometry (same formula, charge and spin) in eV: 2.007

=====

An isolated molecule of C4H5NO2 at a distorted geometry, computed with ωB97M-V/def2-TZVPD.

The geometry in XYZ format:
```
12
Properties=species:S:1:pos:R:3:mulliken_charge:R:1
N 1.578 1.294 -0.003 -0.41
C 0.478 0.527 -0.017 0.61
C 0.806 -0.954 -0.004 0.14
O 1.935 -1.353 -0.011 -0.49
C -0.802 1.022 0.000 -0.71
C -2.027 0.245 0.006 0.02
O -2.170 -0.962 0.010 -0.54
H 2.425 0.774 0.059 0.24
H 1.579 2.308 0.104 0.19
H -0.034 -1.667 0.064 0.44
H -0.949 2.105 -0.051 0.24
H -2.922 0.897 -0.060 0.28
```

SMILES: N/C(C=O)=C/C=O
Max |F| in eV/Å: 1.24
HOMO-LUMO gap in Ha: 0.312
Energy relative to the best compared isomer or geometry (same formula, charge and spin) in eV: 1.206

=====

A cluster of 2 separate species, C4H5NO2 in total at a distorted geometry, computed with ωB97M-V/def2-TZVPD.

The geometry in XYZ format:
```
12
Properties=species:S:1:pos:R:3:mulliken_charge:R:1
C -0.320 0.235 0.405 -0.09
C 0.109 -0.062 -0.710 0.71
C 0.769 -0.747 -2.977 0.22
C -0.534 0.735 1.694 -1.04
N 0.603 -0.721 -1.671 -0.16
O 1.730 -1.219 -3.537 -0.49
O 1.943 -2.436 -1.149 -0.52
H -0.029 -0.242 -3.655 0.29
H -0.258 -0.221 2.282 0.25
H 0.110 1.592 2.186 0.27
H -1.662 0.968 1.962 0.27
H 2.207 -2.894 -1.973 0.29
```

Max |F| in eV/Å: 4.13
HOMO-LUMO gap (spin up / spin down) in Ha: 0.238 / 0.238
Energy relative to the best compared isomer or geometry (same formula, charge and spin) in eV: 7.661

=====

An isolated molecule of C4H5NO2, computed with ωB97M-V/def2-TZVPD.

The geometry in XYZ format:
```
12
Properties=species:S:1:pos:R:3:mulliken_charge:R:1
O -2.807 1.318 -0.262 -0.47
C -1.671 1.020 -0.536 -0.13
C -0.873 0.010 0.216 0.13
C -0.042 -1.029 -0.547 -0.82
N 0.553 0.171 0.022 -0.07
C 1.620 0.080 0.755 0.15
O 2.376 -0.952 0.575 -0.37
H -1.141 1.458 -1.408 0.33
H -1.228 -0.214 1.221 0.36
H -0.161 -0.886 -1.629 0.18
H 1.725 -1.590 0.101 0.35
H 1.916 0.822 1.489 0.35
```

Max |F| in eV/Å: 0.43
HOMO-LUMO gap in Ha: 0.310
Energy relative to the best compared isomer or geometry (same formula, charge and spin) in eV: 4.565

=====

An isolated molecule of C4H5NO2, computed with ωB97M-V/def2-TZVPD.

The geometry in XYZ format:
```
12
Properties=species:S:1:pos:R:3:mulliken_charge:R:1
O -1.333 -2.807 -0.242 -0.41
C -1.579 -1.638 -0.391 -0.15
C -0.555 -0.577 -0.099 0.62
N 0.156 -0.589 0.949 -0.45
C 0.864 0.696 0.941 -0.35
C 0.800 1.101 -0.532 -0.29
O -0.429 0.457 -0.974 -0.36
H -2.577 -1.282 -0.706 0.30
H 1.873 0.598 1.349 0.30
H 0.304 1.386 1.587 0.26
H 0.720 2.166 -0.745 0.27
H 1.634 0.660 -1.095 0.25
```

SMILES: O=CC1=NCCO1
Max |F| in eV/Å: 0.60
HOMO-LUMO gap in Ha: 0.379
Energy relative to the best compared isomer or geometry (same formula, charge and spin) in eV: 1.467

=====

An isolated molecule of C4H5NO2 at a distorted geometry, computed with ωB97M-V/def2-TZVPD.

The geometry in XYZ format:
```
12
Properties=species:S:1:pos:R:3:mulliken_charge:R:1
O 2.851 -0.139 -0.305 -0.49
C 1.648 -0.153 -0.437 -0.06
C 0.680 0.290 0.596 -0.14
C -0.526 1.144 -0.190 -0.43
N -0.700 -0.019 0.559 0.00
C -1.372 -1.167 0.238 0.16
O -2.371 -1.173 -0.438 -0.51
H 1.141 -0.371 -1.396 0.29
H 1.116 0.402 1.619 0.33
H -0.905 1.099 -1.251 0.27
H -0.652 2.121 0.271 0.23
H -0.908 -2.033 0.734 0.34
```

SMILES: O=C[C@H]1CN1C=O
Max |F| in eV/Å: 1.59
HOMO-LUMO gap in Ha: 0.389
Energy relative to the best compared isomer or geometry (same formula, charge and spin) in eV: 2.684

=====

An isolated molecule of C4H5NO2 at a distorted geometry, computed with ωB97M-V/def2-TZVPD.

The geometry in XYZ format:
```
12
Properties=species:S:1:pos:R:3:mulliken_charge:R:1
N -0.402 -0.947 2.369 -0.38
C -0.697 -0.756 1.097 -0.01
C -0.867 -0.042 0.104 -0.59
C -0.028 0.639 -0.866 0.71
O -0.583 1.381 -1.916 -0.53
C 1.123 -0.191 -1.466 0.07
O 1.846 -0.890 -0.804 -0.45
H -0.532 -1.819 2.845 0.21
H 0.100 -0.215 2.852 0.21
H 0.266 1.302 -0.008 0.12
H -1.466 1.646 -1.636 0.32
H 1.241 -0.110 -2.570 0.33
```

SMILES: NC#C[C@H](O)C=O
Max |F| in eV/Å: 1.71
HOMO-LUMO gap in Ha: 0.352
Energy relative to the best compared isomer or geometry (same formula, charge and spin) in eV: 3.749

=====

An isolated molecule of C4H5NO2, computed with ωB97M-V/def2-TZVPD.

The geometry in XYZ format:
```
12
Properties=species:S:1:pos:R:3:mulliken_charge:R:1
C -0.562 0.582 2.012 -0.66
O 0.314 0.885 0.929 -0.38
C 0.302 0.016 -0.086 0.71
C 0.556 0.394 -1.436 -0.46
C 0.394 -0.770 -2.100 -0.29
O 0.090 -1.762 -1.250 -0.17
N 0.028 -1.260 0.035 -0.36
H -1.552 0.321 1.625 0.33
H -0.184 -0.243 2.621 0.27
H -0.627 1.493 2.610 0.23
H 0.795 1.374 -1.814 0.35
H 0.446 -1.030 -3.147 0.43
```

SMILES: COc1ccon1
Max |F| in eV/Å: 0.61
HOMO-LUMO gap in Ha: 0.396
Energy relative to the best compared isomer or geometry (same formula, charge and spin) in eV: 2.269

=====

A cluster of 2 separate species, C4H5NO2 in total at a distorted geometry, computed with ωB97M-V/def2-TZVPD.

The geometry in XYZ format:
```
12
Properties=species:S:1:pos:R:3:mulliken_charge:R:1
H -2.383 -0.425 1.536 0.27
N -1.569 -0.808 1.056 -0.59
C -0.507 -0.144 1.177 0.01
C 0.799 -0.715 0.605 -0.15
O 1.869 -0.345 1.039 -0.51
H -0.367 0.756 1.788 0.43
H 0.614 -1.709 0.168 0.45
C 0.058 1.048 -1.174 -1.09
C 0.699 0.052 -1.758 0.85
O 1.190 -0.659 -2.541 -0.35
H -1.012 1.125 -1.225 0.31
H 0.607 1.823 -0.669 0.36
```

SMILES: [H]/N=C/C=O.C=C=O
Max |F| in eV/Å: 2.88
HOMO-LUMO gap in Ha: 0.362
Energy relative to the best compared isomer or geometry (same formula, charge and spin) in eV: 3.092

=====

An isolated molecule of C4H5NO2, computed with ωB97M-V/def2-TZVPD.

The geometry in XYZ format:
```
12
Properties=species:S:1:pos:R:3:mulliken_charge:R:1
N -2.330 0.026 -0.600 -0.19
C -1.552 -0.230 0.444 -0.32
C 0.964 -0.909 0.500 -0.56
C 1.502 0.134 -0.054 0.49
O 2.349 0.673 -0.932 -0.48
C 0.539 0.440 0.998 -0.30
O -0.768 0.871 0.618 -0.25
H -2.196 0.852 -1.177 0.21
H -2.927 -0.712 -0.935 0.26
H 0.754 -1.965 0.520 0.39
H 2.831 -0.064 -1.334 0.34
H 0.834 0.882 1.951 0.40
```

Max |F| in eV/Å: 0.76
HOMO-LUMO gap in Ha: 0.332
Energy relative to the best compared isomer or geometry (same formula, charge and spin) in eV: 4.713

=====

An isolated molecule of C4H5NO2, computed with ωB97M-V/def2-TZVPD.

The geometry in XYZ format:
```
12
Properties=species:S:1:pos:R:3:mulliken_charge:R:1
C 0.547 0.761 1.185 -0.69
N 1.399 -0.323 0.727 -0.47
C 1.179 -1.050 -0.270 0.20
O 0.173 -1.087 -1.212 -0.35
C -0.763 -0.062 -1.286 -0.74
C -1.905 -0.142 -0.630 0.89
O -2.897 -0.166 -0.014 -0.36
H -0.464 0.415 1.426 0.21
H 0.462 1.561 0.443 0.31
H 0.980 1.183 2.095 0.27
H 1.864 -1.862 -0.515 0.37
H -0.576 0.774 -1.949 0.35
```

SMILES: C/N=C\OC=C=O
Max |F| in eV/Å: 1.00
HOMO-LUMO gap in Ha: 0.344
Energy relative to the best compared isomer or geometry (same formula, charge and spin) in eV: 2.842

=====

An isolated molecule of C4H5NO2 at a distorted geometry, computed with ωB97M-V/def2-TZVPD.

The geometry in XYZ format:
```
12
Properties=species:S:1:pos:R:3:mulliken_charge:R:1
C -1.811 -0.484 -0.085 -1.13
C -0.489 0.150 0.039 0.76
C 0.027 1.419 0.013 -0.47
N 1.462 1.313 -0.105 -0.51
C 1.629 0.020 -0.036 0.56
O 2.806 -0.518 -0.101 -0.52
O 0.518 -0.755 -0.012 -0.32
H -2.000 -1.274 -0.853 0.29
H -2.006 -0.991 0.864 0.27
H -2.617 0.232 -0.315 0.30
H -0.446 2.366 0.171 0.38
H 2.926 -1.479 0.421 0.39
```

SMILES: Cc1cnc(O)o1
Max |F| in eV/Å: 5.75
HOMO-LUMO gap in Ha: 0.324
Energy relative to the best compared isomer or geometry (same formula, charge and spin) in eV: 1.388

=====

An isolated molecule of C4H5NO2, computed with ωB97M-V/def2-TZVPD.

The geometry in XYZ format:
```
12
Properties=species:S:1:pos:R:3:mulliken_charge:R:1
O -2.552 0.864 0.018 -0.49
C -1.691 0.031 0.151 -0.24
C -0.427 0.066 -0.635 0.39
C 0.492 0.743 0.493 -0.64
N 1.744 0.019 0.391 -0.47
C 1.498 -0.996 -0.317 0.09
O 0.252 -1.176 -0.838 -0.39
H -1.614 -0.657 1.014 0.38
H -0.607 0.492 -1.637 0.34
H 0.593 1.828 0.429 0.34
H 0.093 0.546 1.512 0.31
H 2.219 -1.760 -0.581 0.39
```

SMILES: O=C[C@H]1CN=CO1
Max |F| in eV/Å: 0.94
HOMO-LUMO gap in Ha: 0.403
Energy relative to the best compared isomer or geometry (same formula, charge and spin) in eV: 1.628

=====

An isolated molecule of C4H5NO2, computed with ωB97M-V/def2-TZVPD.

The geometry in XYZ format:
```
12
Properties=species:S:1:pos:R:3:mulliken_charge:R:1
O -2.423 -0.983 -0.658 -0.50
C -1.498 -1.122 0.107 0.09
N -0.831 -0.081 0.728 -0.12
C -0.561 1.163 0.085 -0.37
C 0.560 0.257 0.580 -0.42
C 1.451 -0.290 -0.394 0.00
O 2.597 0.207 -0.147 -0.41
H -1.130 -2.110 0.438 0.37
H -0.792 1.216 -0.978 0.26
H -0.763 2.064 0.658 0.21
H 1.343 -1.018 -1.202 0.40
H 2.044 0.697 0.784 0.49
```

SMILES: O=CN1C/C1=C\O
Max |F| in eV/Å: 0.39
HOMO-LUMO gap in Ha: 0.313
Energy relative to the best compared isomer or geometry (same formula, charge and spin) in eV: 5.028

=====

An isolated molecule of C4H5NO2 at a distorted geometry, computed with ωB97M-V/def2-TZVPD.

The geometry in XYZ format:
```
12
Properties=species:S:1:pos:R:3:mulliken_charge:R:1
O 0.988 2.159 0.816 -0.56
C 0.544 1.147 0.326 0.33
N 1.247 0.220 -0.430 -0.06
C 0.379 -0.770 -0.940 -0.49
C -0.905 -0.462 -0.688 -0.43
C -0.856 0.522 0.451 -0.09
O -0.774 -0.440 1.516 -0.51
H 2.253 0.183 -0.421 0.22
H 0.778 -1.651 -1.426 0.36
H -1.789 -1.062 -0.854 0.33
H -1.649 1.256 0.620 0.39
H -0.216 -1.103 1.030 0.52
```

SMILES: O=C1NC=C[C@H]1O
Max |F| in eV/Å: 1.74
HOMO-LUMO gap in Ha: 0.358
Energy relative to the best compared isomer or geometry (same formula, charge and spin) in eV: 1.507

=====

A structure of composition C4H5NO2 at a distorted geometry, computed with ωB97M-V/def2-TZVPD.

The geometry in XYZ format:
```
12
Properties=species:S:1:pos:R:3:mulliken_charge:R:1
C 1.322 -0.055 -1.700 -0.63
O -0.042 -0.343 -1.411 -0.37
C -0.486 -0.182 -0.177 0.52
N 0.344 -0.032 1.049 -0.36
O -0.281 1.116 1.775 -0.33
C -0.981 -0.067 1.712 0.25
C -1.682 -0.252 0.394 -0.61
H 1.537 1.006 -1.545 0.30
H 1.999 -0.661 -1.091 0.32
H 1.443 -0.306 -2.755 0.23
H -1.244 -0.589 2.639 0.33
H -2.705 -0.298 0.052 0.36
```

Max |F| in eV/Å: 1.13
HOMO-LUMO gap in Ha: 0.368
Energy relative to the best compared isomer or geometry (same formula, charge and spin) in eV: 5.321

=====

A structure of composition C4H5NO2, computed with ωB97M-V/def2-TZVPD.

The geometry in XYZ format:
```
12
Properties=species:S:1:pos:R:3:mulliken_charge:R:1
N -1.320 -0.996 -0.238 -0.57
C -0.299 -0.039 -0.087 0.38
C 0.970 -0.077 -0.932 -0.65
C 1.101 -0.136 0.533 -0.12
O 0.992 1.193 1.089 -0.36
C -0.349 1.208 0.734 0.48
O -1.222 1.883 1.182 -0.55
H -1.863 -0.875 -1.084 0.24
H -1.934 -1.025 0.566 0.26
H 1.083 -1.029 -1.444 0.27
H 1.308 0.785 -1.499 0.25
H 1.533 -0.892 1.178 0.36
```

Max |F| in eV/Å: 0.71
HOMO-LUMO gap in Ha: 0.386
Energy relative to the best compared isomer or geometry (same formula, charge and spin) in eV: 1.900

=====

A structure of composition C4H5NO2 at a distorted geometry, computed with ωB97M-V/def2-TZVPD.

The geometry in XYZ format:
```
12
Properties=species:S:1:pos:R:3:mulliken_charge:R:1
O 1.627 1.636 1.154 -0.45
C 1.778 0.570 0.612 -0.34
C 0.609 -0.088 -0.070 1.02
O 0.897 -1.000 -1.021 -0.48
N -0.079 -1.220 0.485 -0.35
C -1.360 -0.763 -0.134 -0.39
C -0.732 0.630 -0.298 -0.46
H 2.760 0.055 0.563 0.35
H -2.243 -0.904 0.507 0.30
H -1.510 -1.319 -1.063 0.24
H -0.776 1.107 -1.269 0.31
H -0.973 1.297 0.534 0.25
```

Max |F| in eV/Å: 2.99
HOMO-LUMO gap in Ha: 0.345
Energy relative to the best compared isomer or geometry (same formula, charge and spin) in eV: 4.804

=====

no.,electronic energy (eV)
1,-7763.38023
2,-7764.94971
3,-7759.88510
4,-9813.10897
5,-9806.65400
6,-9809.75018
7,-9812.84781
8,-9811.63095
9,-9810.56601
10,-9812.04583
11,-9811.22302
12,-9809.60149
13,-9811.47304
14,-9812.92646
15,-9812.68644
16,-9809.28645
17,-9812.80824
18,-9808.99415
19,-9812.41480
20,-9809.51045